i | The following is a quantum chemistry calculation of a single C2H6N2O molecule, from OMol25.

Results
LUMO, eV: 0.731
E_HOMO, eV: -9.26

```
! wB97M-V def2-TZVPD RIJCOSX def2/J DEFGRID3
* xyz 0 1
C -1.77 -0.39 -0.11
C 0.33 0.94 0.01
H -1.19 -1.12 -0.79
H -2.90 -0.13 -0.78
H -1.95 -0.75 0.98
H 0.89 1.88 0.01
H 0.67 -1.16 0.43
H 3.26 0.01 0.24
N -0.98 0.88 -0.02
N 1.22 -0.10 0.42
O 2.40 -0.07 -0.39
*
```

These are the Mulliken partial charges, in e, on atoms 1 to 4: number 1, C, carries -0.736; number 2, C, carries 0.069; number 3, H, carries 0.273; number 4, H, carries 0.227

***

ii | The following is a quantum chemistry calculation of a single C2H6N2O molecule, from OMol25.

Results
LUMO, eV: 0.847
E_HOMO, eV: -9.31

```
! wB97M-V def2-TZVPD RIJCOSX def2/J DEFGRID3
* xyz 0 1
N 0.73 1.39 -0.92
C 0.68 0.00 -0.57
C -0.13 -0.30 0.69
N -1.14 -1.26 0.72
O 0.20 0.14 1.77
H -0.18 1.77 -1.09
H 1.26 1.94 -0.27
H 0.34 -0.67 -1.41
H 1.67 -0.45 -0.42
H -1.76 -1.45 -0.05
H -1.69 -1.12 1.56
*
```

These are the Mulliken partial charges, in e, on atoms 1 to 4: number 1, N, carries -0.527; number 2, C, carries -0.432; number 3, C, carries 0.467; number 4, N, carries -0.460

***

ii (99.6 kcal/mol below the next structure)

***

i | The following is a quantum chemistry calculation of a single C2H6N2O molecule, from OMol25.

Results
LUMO, eV: 0.286
E_HOMO, eV: -9.06

```
! wB97M-V def2-TZVPD RIJCOSX def2/J DEFGRID3
* xyz 0 1
C 0.81 -0.01 0.05
C -0.61 -0.62 0.34
H 1.36 1.99 -0.37
H -0.42 1.51 0.07
H 1.77 -1.48 -0.26
H -0.56 -1.56 -0.10
H -0.85 -0.47 1.29
H -2.54 -0.43 -0.41
N 0.70 1.35 0.14
N 1.92 -0.52 -0.32
O -1.57 0.25 -0.42
*
```

These are the Mulliken partial charges, in e, on atoms 1 to 4: number 1, C, carries 0.550; number 2, C, carries -0.468; number 3, H, carries 0.268; number 4, H, carries 0.298

***

ii | The following is a quantum chemistry calculation of a single C2H6N2O molecule, from OMol25.

Results
LUMO, eV: 0.850
E_HOMO, eV: -9.61

```
! wB97M-V def2-TZVPD RIJCOSX def2/J DEFGRID3
* xyz 0 1
C 0.32 -1.50 0.25
C -0.27 -0.28 -0.51
H -0.32 -1.72 1.16
H 0.29 -2.30 -0.51
H 1.40 -1.15 0.63
H -0.50 1.78 -0.32
H 1.60 1.69 1.10
H 0.23 1.26 2.10
N 0.03 1.00 0.02
N 0.80 1.03 1.19
O -1.10 -0.38 -1.39
*
```

These are the Mulliken partial charges, in e, on atoms 1 to 4: number 1, C, carries -0.733; number 2, C, carries 0.484; number 3, H, carries 0.223; number 4, H, carries 0.275

***

iii | The following is a quantum chemistry calculation of 2 unconnected molecules or ions with the total composition C2H6N2O, from OMol25.

Results
LUMO, eV: 0.986
E_HOMO, eV: -8.66

```
! wB97M-V def2-TZVPD RIJCOSX def2/J DEFGRID3
* xyz 0 1
O -5.15 2.72 2.91
C -4.00 2.46 3.12
H -3.50 1.62 2.62
H -3.39 3.03 3.86
N 3.27 -2.52 -1.22
C 3.24 -1.75 -2.31
N 2.35 -0.85 -2.63
H 2.45 -2.54 -0.63
H 4.12 -2.81 -0.76
H 3.89 -1.92 -3.17
H 2.91 -0.10 -3.04
*
```

These are the Mulliken partial charges, in e, on atoms 1 to 4: number 1, O, carries -0.371; number 2, C, carries -0.050; number 3, H, carries 0.210; number 4, H, carries 0.211

***

ii (28.4 kcal/mol below the next structure)

***

i | The following is a quantum chemistry calculation of a single C2H6N2O molecule, from OMol25.

Results
LUMO, eV: 1.162
E_HOMO, eV: -9.66

```
! wB97M-V def2-TZVPD RIJCOSX def2/J DEFGRID3
* xyz 0 1
C 0.64 -0.86 -0.03
C 1.24 0.62 0.00
O -2.74 -0.01 0.05
N -1.37 0.17 -0.04
N -0.77 -0.92 -0.06
H -3.10 0.89 0.04
H 1.00 -1.43 -0.89
H 0.96 -1.33 0.90
H 2.32 0.55 0.04
H 0.93 1.16 -0.89
H 0.89 1.16 0.88
*
```

These are the Mulliken partial charges, in e, on atoms 1 to 4: number 1, C, carries -0.228; number 2, C, carries -1.042; number 3, O, carries -0.395; number 4, N, carries -0.036

***

ii | The following is a quantum chemistry calculation of a single C2H6N2O molecule, from OMol25.

Results
LUMO, eV: 0.879
E_HOMO, eV: -8.77

```
! wB97M-V def2-TZVPD RIJCOSX def2/J DEFGRID3
* xyz 0 1
C 0.03 1.08 0.09
C 0.95 -0.19 0.19
H -2.62 -0.29 -0.74
H -2.08 -0.90 0.62
H 0.40 2.12 -0.08
H 0.88 -0.62 1.24
H 0.46 -1.02 -0.30
H 2.73 -0.68 -0.25
N -1.77 -0.46 -0.27
N -1.20 0.85 -0.13
O 2.22 0.12 -0.38
*
```

These are the Mulliken partial charges, in e, on atoms 1 to 4: number 1, C, carries -0.094; number 2, C, carries -0.359; number 3, H, carries 0.279; number 4, H, carries 0.212

***

i (2.2 kcal/mol below the next structure)

***

i | The following is a quantum chemistry calculation of a molecular structure, C2H6N2O, from OMol25.

Results
LUMO, eV: -0.094
E_HOMO, eV: -8.75

```
! wB97M-V def2-TZVPD RIJCOSX def2/J DEFGRID3
* xyz 0 1
C 0.63 -0.92 -0.82
N -1.33 0.23 1.23
C 1.13 0.31 -0.13
O -0.84 1.36 -0.04
N 0.47 1.42 0.01
H -2.19 -0.01 0.73
H -1.61 0.97 1.88
H 2.20 0.35 0.12
H -0.37 -0.79 -1.25
H 0.58 -1.74 -0.10
H 1.32 -1.18 -1.63
*
```

These are the Mulliken partial charges, in e, on atoms 1 to 4: number 1, C, carries -0.870; number 2, N, carries -0.439; number 3, C, carries 0.178; number 4, O, carries -0.240

***

ii | The following is a quantum chemistry calculation of a single C2H6N2O molecule, from OMol25.

Results
LUMO, eV: 1.093
E_HOMO, eV: -8.88

```
! wB97M-V def2-TZVPD RIJCOSX def2/J DEFGRID3
* xyz 0 1
C 0.86 -0.61 -1.55
C 0.34 -0.29 0.63
H 0.41 0.47 -1.72
H 0.07 -1.35 -1.71
H 1.72 -0.66 -2.39
H 0.68 -0.42 1.62
H -0.86 1.41 2.14
H -2.28 1.13 1.17
N -0.78 0.28 0.40
N -1.43 0.65 1.65
O 1.27 -0.61 -0.25
*
```

These are the Mulliken partial charges, in e, on atoms 1 to 4: number 1, C, carries -0.581; number 2, C, carries 0.046; number 3, H, carries 0.248; number 4, H, carries 0.281

***

ii (52.4 kcal/mol below the next structure)

***

i | The following is a quantum chemistry calculation of a single CH3NO3 molecule, from OMol25.

Results
LUMO (alpha / beta), eV: 0.861 / -3.526
E_HOMO (alpha / beta), eV: -5.60 / -10.35

```
! wB97M-V def2-TZVPD RIJCOSX def2/J DEFGRID3
* xyz 0 3
C 1.35 -0.64 0.88
N -1.26 0.67 -0.89
O 1.87 -0.90 1.90
O -0.09 -0.75 0.59
O -0.28 -0.19 -0.70
H 1.72 -0.30 -0.16
H -1.03 1.68 -0.65
H -2.28 0.44 -0.97
*
```

These are the Mulliken partial charges, in e, on atoms 1 to 4: number 1, C, carries -0.066; number 2, N, carries -0.293; number 3, O, carries -0.245; number 4, O, carries -0.063

***

ii | The following is a quantum chemistry calculation of a single CH3NO3 molecule, from OMol25.

Results
LUMO (alpha / beta), eV: 0.936 / -1.967
E_HOMO (alpha / beta), eV: -6.30 / -10.88

```
! wB97M-V def2-TZVPD RIJCOSX def2/J DEFGRID3
* xyz 0 3
C -1.03 -0.63 -0.20
N -0.50 0.50 -0.16
O -1.16 1.51 -0.19
O 1.10 2.12 0.04
O 0.99 0.76 0.00
H -0.54 -1.54 0.04
H -2.03 -0.56 -0.51
H 0.68 2.41 -0.82
*
```

These are the Mulliken partial charges, in e, on atoms 1 to 4: number 1, C, carries -0.581; number 2, N, carries 0.558; number 3, O, carries -0.551; number 4, O, carries -0.292

***

ii (4.1 kcal/mol below the next structure)

***

i | The following is a quantum chemistry calculation of 2 unconnected molecules or ions with the total composition C3H9N2O2, from OMol25.

Results
LUMO, eV: -4.808
E_HOMO, eV: -14.45

```
! wB97M-V def2-TZVPD RIJCOSX def2/J DEFGRID3
* xyz 1 1
C 0.05 1.78 0.81
C -3.69 -1.00 -0.47
C 3.01 -0.99 -0.36
N -0.08 0.53 0.08
N 0.75 -0.36 -0.15
O -2.66 -0.40 -0.17
O 2.00 -0.10 0.21
H 1.04 2.10 0.63
H -0.40 1.62 1.79
H -0.51 2.62 0.29
H -4.23 -1.57 0.28
H -1.07 0.33 -0.03
H -4.16 -0.88 -1.44
H 2.91 -1.10 -1.46
H 2.99 -1.92 0.10
H 4.05 -0.66 -0.09
*
```

These are the Mulliken partial charges, in e, on atoms 1 to 4: number 1, C, carries -0.776; number 2, C, carries -0.058; number 3, C, carries -0.477; number 4, N, carries 0.404

***

ii | The following is a quantum chemistry calculation of 2 unconnected molecules or ions with the total composition C3H9N2O2, from OMol25.

Results
LUMO, eV: -5.163
E_HOMO, eV: -14.20

```
! wB97M-V def2-TZVPD RIJCOSX def2/J DEFGRID3
* xyz 1 1
C 0.48 -1.95 -1.45
C 0.02 1.76 1.80
C -0.82 -1.57 -1.50
N 0.05 1.28 0.48
N 0.39 0.15 0.10
O -0.38 2.21 -0.42
O 0.66 -0.71 1.08
H 1.34 -1.48 -1.97
H -0.28 1.95 -1.34
H 0.70 -2.71 -0.74
H -0.71 1.03 2.23
H -0.37 2.74 1.87
H 0.98 1.59 2.12
H -1.48 -1.97 -0.79
H -1.19 -0.67 -2.02
H 0.62 -1.62 0.56
*
```

These are the Mulliken partial charges, in e, on atoms 1 to 4: number 1, C, carries -0.957; number 2, C, carries -0.718; number 3, C, carries -0.375; number 4, N, carries 0.384

***

iii | The following is a quantum chemistry calculation of a gas-phase ion, C3H9N2O2 (charge +1), from OMol25.

Results
LUMO, eV: -3.237
E_HOMO, eV: -15.33

```
! wB97M-V def2-TZVPD RIJCOSX def2/J DEFGRID3
* xyz 1 1
C 0.12 -0.81 -1.26
C 1.02 0.49 -0.99
C -0.76 0.01 0.76
N -1.09 -0.60 -0.42
N 0.69 0.95 0.37
O -1.52 0.86 1.31
O 0.21 -0.99 1.65
H -0.11 -0.96 -2.33
H 0.61 -1.71 -0.85
H 2.08 0.25 -1.07
H 0.69 1.33 -1.51
H -1.73 -0.12 -0.92
H 0.48 1.96 0.29
H 1.36 0.59 1.15
H -1.80 0.62 2.19
H -0.26 -1.87 1.65
*
```

These are the Mulliken partial charges, in e, on atoms 1 to 4: number 1, C, carries -0.440; number 2, C, carries -0.594; number 3, C, carries 0.534; number 4, N, carries -0.287

***

iii (59.8 kcal/mol below the next structure)